# 1
{
  "formula": "C10H16NO3",
  "method": "the ωB97M-V functional and the def2-TZVPD basis",
  "elements": ["C", "C", "C", "C", "C", "C", "C", "C", "C", "C", "N", "O", "O", "O", "H", "H", "H", "H", "H", "H", "H", "H", "H", "H", "H", "H", "H", "H", "H", "H"],
  "coordinates": [[3.70948, -1.93751, -0.11441], [2.46883, -1.25005, 0.10812], [4.78598, -1.22187, -0.37107], [2.36198, 0.09649, 0.09484], [-4.23219, -0.73317, -0.94821], [1.22317, 0.99106, 0.27351], [-3.23773, 0.50450, -0.89306], [-2.65124, 0.58743, 0.54513], [-1.27399, 1.28193, 0.59366], [-0.18447, 0.28774, 0.35835], [3.60410, 0.85818, -0.35926], [3.67799, 2.05627, -0.30708], [4.76159, 0.13614, -0.48632], [-0.15021, -0.81496, 1.29527], [3.73132, -3.05614, 0.13605], [1.61502, -1.89835, 0.27675], [5.75155, -1.62264, -0.22871], [-4.83139, -0.73612, -0.03780], [-3.64357, -1.66774, -0.97070], [-4.79784, -0.68952, -1.87539], [1.25877, 1.82812, -0.44413], [1.23646, 1.56591, 1.24410], [-2.49763, 0.20875, -1.59755], [-3.94522, 1.41155, -1.17008], [-2.31991, -0.34195, 0.88433], [-3.41181, 0.92559, 1.19150], [-1.19572, 1.76922, 1.58873], [-1.22410, 1.96148, -0.31925], [-0.29243, -0.29475, -0.58769], [-0.29680, -0.20559, 2.12040]],
  "forces_ev_per_angstrom": [[-1.93, -1.63, 0.99], [0.62, -1.05, -0.68], [-0.15, 0.54, 0.70], [1.87, 1.39, -1.64], [1.37, 0.50, 0.16], [-1.71, 1.21, 1.54], [-3.09, -0.52, 1.15], [0.94, 0.67, -2.36], [-1.23, 1.21, -1.07], [1.74, -1.91, -2.06], [-1.82, -0.82, 2.85], [0.37, -2.09, -0.93], [0.08, 0.81, -0.40], [-0.37, 3.62, 2.57], [0.27, 1.91, -0.77], [-0.17, 0.58, 0.43], [1.26, 0.14, -0.63], [-0.40, -0.09, -0.32], [-0.25, 0.31, 0.12], [-0.37, -0.05, 0.22], [-0.22, -0.57, -0.12], [0.73, -0.58, -0.55], [0.80, 0.74, -0.88], [2.18, -1.42, 0.41], [-0.62, -2.22, 0.43], [-0.53, 0.83, 0.97], [0.50, 0.22, -0.71], [0.10, -0.03, 1.60], [-0.40, 0.88, 0.16], [0.41, -2.59, -1.19]],
  "smiles": "CCCC[C@H](O)Cc1ccco[n+]1=O",
  "total_charge": 1,
  "de_lowest_kcal_mol": 89.8
}

# 2
{
  "formula": "C10H16O",
  "method": "the ωB97M-V functional and the def2-TZVPD basis",
  "elements": ["C", "C", "C", "H", "H", "H", "H", "H", "H", "H", "H", "C", "C", "C", "C", "C", "C", "C", "O", "H", "H", "H", "H", "H", "H", "H", "H"],
  "coordinates": [[2.41408, 0.20669, 1.15363], [1.30307, -0.23591, 2.31187], [2.20750, 1.65196, 0.78078], [3.39715, -0.19069, 1.44466], [2.03902, -0.36333, 0.26711], [0.35145, -0.81760, 1.95156], [1.18661, 2.07612, 1.00114], [3.02004, 2.33107, 1.16289], [0.80572, 0.53988, 2.89643], [1.67237, -0.75704, 3.21394], [2.38236, 1.76651, -0.32937], [-0.50748, 1.32999, -2.50167], [-1.58789, -2.03010, -1.20946], [-2.03344, -1.67979, 0.03126], [-1.06010, -1.03418, -2.05299], [-0.92903, 0.19742, -1.57043], [-1.82025, -0.31510, 0.54287], [-1.26394, 0.61124, -0.26118], [-2.67006, -2.47841, 0.96393], [-1.77756, -3.03535, -1.67063], [-0.59074, -1.40734, -3.02036], [-2.09299, -0.14202, 1.54436], [-2.13136, -2.76267, 1.70041], [-0.56483, 1.10959, -3.52968], [0.46700, 1.69768, -2.30068], [-0.97442, 1.61019, 0.03687], [-1.24229, 2.12121, -2.55727]],
  "forces_ev_per_angstrom": [[-3.58, -1.99, 1.13], [-0.78, -0.78, 0.01], [1.31, 1.87, -1.24], [-0.25, 0.71, -0.20], [0.68, 0.07, 0.70], [2.19, 0.76, 0.13], [1.18, -0.61, -0.04], [-1.03, -0.50, 0.23], [0.25, 1.09, -0.72], [0.53, -0.54, -0.89], [-0.44, -0.11, 0.91], [-0.80, -0.30, 0.27], [-1.01, -1.46, -0.81], [0.62, 2.42, 2.25], [0.76, -2.97, -0.68], [0.58, 3.88, -0.98], [-0.16, -2.45, -1.38], [0.46, -0.60, -0.88], [-0.76, -0.85, -1.02], [0.31, 0.88, 0.94], [-1.02, 1.03, 1.10], [-0.37, 0.27, 1.06], [0.52, 0.16, -0.02], [0.47, -1.25, -1.37], [0.85, 0.61, 0.34], [-0.36, 0.05, 0.12], [-0.14, 0.61, 1.03]],
  "smiles": "Cc1ccc(O)cc1.CCC",
  "de_lowest_kcal_mol": 61.0
}

# 3
{
  "formula": "C10H16O",
  "method": "the ωB97M-V functional and the def2-TZVPD basis",
  "elements": ["C", "C", "C", "H", "H", "H", "H", "H", "H", "H", "H", "C", "C", "C", "C", "C", "C", "C", "O", "H", "H", "H", "H", "H", "H", "H", "H"],
  "coordinates": [[-1.53138, -0.53478, 3.24293], [-0.88733, 0.76058, 2.82645], [-2.09076, -1.27377, 2.00020], [-2.37019, -0.38989, 3.92542], [-0.86744, -1.23516, 3.72152], [0.01255, 0.94490, 3.40053], [-0.72675, 0.90461, 1.74459], [-2.94263, -0.78224, 1.56839], [-1.37713, 1.73979, 2.87409], [-2.19165, -2.34406, 2.18786], [-1.23118, -1.21436, 1.30688], [1.42928, -2.19272, -2.12129], [-0.07613, -0.29545, -1.41968], [1.20729, -0.73593, -1.82662], [-0.31078, 1.05642, -1.17338], [2.21225, 0.21729, -1.88194], [0.62252, 1.96027, -1.67007], [1.92392, 1.59400, -1.86280], [0.17033, 3.25808, -1.80820], [-0.75703, -1.07948, -1.09865], [-1.32336, 1.27722, -0.88937], [0.79980, -2.52087, -2.95271], [1.02694, -2.78583, -1.29176], [3.23157, -0.02273, -2.15666], [2.68013, 2.29894, -2.18794], [0.90594, 3.81304, -2.09636], [2.46124, -2.41788, -2.36142]],
  "forces_ev_per_angstrom": [[-1.93, -0.33, -0.85], [0.60, 1.73, -0.55], [2.16, -0.08, 0.26], [0.13, 0.18, 0.27], [0.61, 0.13, 0.26], [0.51, -0.06, -0.27], [0.79, -1.16, 0.16], [-0.48, -0.05, -0.18], [-1.08, -0.41, 1.14], [-0.67, 0.14, 0.03], [-0.62, -0.08, -0.26], [-0.79, -0.02, 0.20], [1.51, 0.01, 0.90], [-0.21, 0.36, 0.40], [-0.49, -1.89, -1.49], [0.00, 0.45, -0.98], [-0.90, 1.55, 1.14], [0.11, -1.00, -0.52], [0.43, -0.15, 0.02], [-0.36, 0.32, -0.29], [-0.07, 0.79, 0.16], [0.17, 0.22, -0.25], [0.58, -0.10, 0.08], [0.01, -0.42, 0.13], [-0.02, 0.09, 0.24], [-0.12, -0.04, 0.06], [0.13, -0.17, 0.20]],
  "smiles": "Cc1ccc(O)cc1.CCC",
  "de_lowest_kcal_mol": 39.3
}

# 4
{
  "formula": "C10H16O",
  "method": "the ωB97M-V functional and the def2-TZVPD basis",
  "elements": ["C", "C", "H", "H", "H", "H", "H", "H", "C", "C", "C", "C", "C", "C", "C", "C", "O", "H", "H", "H", "H", "H", "H", "H", "H", "H", "H"],
  "coordinates": [[1.23822, 0.48876, -4.08811], [0.58421, 1.84397, -4.40577], [1.14464, -0.20070, -4.93259], [2.29263, 0.55327, -3.83899], [0.74098, 0.00940, -3.24037], [1.27657, 2.66844, -4.31011], [0.21385, 1.87794, -5.43231], [-0.27471, 2.05350, -3.76464], [0.22020, 0.75941, 0.38151], [0.98128, 1.88946, 1.08684], [-0.39180, -0.24503, 1.34204], [0.36211, -0.82221, 2.34369], [-1.67931, -0.76581, 1.11245], [-0.14146, -1.84078, 3.16730], [-2.20387, -1.73279, 1.92789], [-1.42750, -2.27245, 2.95434], [-2.00176, -3.30274, 3.64542], [-0.54916, 1.20170, -0.26106], [0.92367, 0.22924, -0.24804], [1.89843, 1.56680, 1.58824], [1.33538, -0.44346, 2.61482], [-2.14402, -0.35540, 0.22959], [0.49813, -2.14275, 3.98112], [-3.13733, -2.26108, 1.77884], [-1.35509, -3.77701, 4.21028], [0.31622, 2.38412, 1.80785], [1.27951, 2.63622, 0.34976]],
  "forces_ev_per_angstrom": [[-0.45, -0.24, 0.00], [-0.16, -0.15, -0.20], [0.06, 0.08, 0.12], [0.12, 0.16, -0.02], [0.09, 0.01, -0.06], [0.20, 0.22, 0.13], [0.03, -0.04, 0.04], [0.12, -0.04, 0.03], [0.06, 0.18, 0.70], [-0.32, 0.28, -0.12], [-0.02, -0.46, -0.56], [-0.30, -0.03, 0.87], [0.99, 0.83, -0.14], [0.37, 1.16, -0.40], [0.00, -0.88, 0.20], [0.00, -0.51, -0.06], [0.28, -0.55, 0.71], [0.05, -0.18, 0.09], [0.10, -0.15, -0.40], [-0.25, -0.11, 0.03], [0.25, 0.07, -0.29], [-0.70, -0.20, 0.04], [-0.15, -0.51, 0.16], [-0.21, 0.43, -0.25], [-0.46, 0.67, -0.58], [0.29, -0.10, -0.05], [0.03, 0.05, 0.01]],
  "smiles": "CCc1ccc(O)cc1.CC",
  "de_lowest_kcal_mol": 23.3
}